(1)
{
  "formula": "C9H21ClN3O7P2Pt",
  "method": "ωB97M-V/def2-TZVPD",
  "lumo_energy_ha": -0.4655,
  "multiplicity": 1,
  "homo_energy_ev": -18.802,
  "charge": 3,
  "gap_ha": 0.2254,
  "species": ["Pt", "H", "O", "C", "C", "H", "H", "P", "H", "C", "H", "H", "H", "N", "H", "O", "H", "H", "H", "C", "H", "H", "H", "H", "C", "H", "C", "O", "H", "N", "N", "H", "H", "O", "H", "O", "C", "H", "C", "C", "O", "Cl", "P", "O"],
  "xyz": [[0.193, -1.612, -0.683], [-0.888, 1.626, -1.602], [-1.565, -3.743, -0.002], [0.095, 1.999, -1.877], [-0.007, 3.579, 0.008], [-2.065, -5.639, -0.626], [-4.524, -1.350, -0.067], [1.383, 0.469, -0.070], [3.664, 1.307, 0.150], [2.972, 1.631, -0.626], [-2.759, -1.806, 3.298], [1.916, 4.666, -1.485], [-2.809, -3.394, 2.472], [2.671, 2.981, -0.550], [2.865, 3.031, 1.551], [-2.767, -1.762, -1.168], [-1.230, -2.648, 2.895], [-0.599, -4.976, -1.397], [-4.546, -0.949, -1.814], [1.917, 3.585, -1.599], [2.261, 3.311, -2.595], [3.305, 1.334, -1.619], [-4.662, -2.657, -1.299], [-1.055, 3.302, 0.110], [-2.259, -2.468, 2.602], [-2.225, -4.396, -1.909], [-1.617, -4.767, -1.089], [1.375, -2.291, 1.942], [1.301, 1.323, 2.153], [0.834, 3.015, 1.001], [0.495, 3.103, -1.382], [0.554, 1.625, -2.791], [2.263, 4.535, 0.799], [2.501, -0.417, 0.859], [-0.340, 1.350, 1.484], [-2.266, -1.725, 1.309], [-4.258, -1.677, -1.067], [0.095, 4.662, -0.002], [0.704, 1.586, 1.277], [2.214, 3.448, 0.786], [3.759, -2.250, 1.740], [2.521, -2.081, 1.137], [-1.811, -2.223, -0.063], [2.397, -2.637, -0.188]]
}

(2)
{
  "formula": "C9H21FInO2S",
  "method": "ωB97M-V/def2-TZVPD",
  "lumo_energy_ha": 0.1102,
  "multiplicity": 1,
  "homo_energy_ev": -4.833,
  "charge": -1,
  "gap_ha": 0.2878,
  "species": ["F", "In", "C", "H", "H", "C", "C", "H", "C", "C", "H", "O", "H", "C", "H", "H", "C", "H", "H", "H", "S", "H", "H", "H", "H", "C", "O", "H", "H", "H", "H", "H", "C", "H", "H"],
  "xyz": [[0.766, -1.840, -2.784], [1.224, -1.006, 0.093], [-2.780, 2.441, 1.955], [1.181, 1.648, -1.203], [2.443, -4.911, -0.379], [-0.931, -0.712, 0.477], [-1.145, 0.609, 1.216], [-1.457, -0.718, -0.480], [1.819, 0.290, -2.770], [-3.103, 3.612, 1.008], [-1.845, 2.667, 2.473], [2.723, -2.921, 2.398], [-0.146, 1.055, -2.229], [-2.599, 1.075, 1.263], [-3.544, 2.372, 2.729], [2.683, -1.585, -2.229], [0.896, 1.377, -2.221], [-0.771, 0.501, 2.239], [0.966, 2.281, -2.831], [-1.267, -1.554, 1.083], [1.889, -3.198, 1.225], [-2.969, 1.133, 0.236], [3.818, -4.489, 0.710], [1.606, 0.162, -3.837], [3.369, -3.406, -0.625], [2.989, -4.112, 0.116], [0.744, -4.082, 1.450], [-0.559, 1.407, 0.743], [2.169, 0.251, 0.908], [-2.355, 4.403, 1.069], [-3.133, 3.280, -0.030], [-3.204, 0.319, 1.771], [1.736, -1.058, -2.084], [2.853, 0.641, -2.701], [-4.066, 4.066, 1.241]]
}

(3)
{
  "formula": "C9H21INO5P2Ru",
  "method": "ωB97M-V/def2-TZVPD",
  "lumo_energy_ha": [-0.2666, -0.3964],
  "multiplicity": 6,
  "homo_energy_ev": [-13.691, -16.516],
  "de_lowest_kcal_mol": 26.0,
  "charge": 2,
  "gap_ha": [0.2365, 0.2105],
  "species": ["C", "C", "H", "N", "H", "C", "H", "H", "H", "H", "C", "H", "C", "P", "H", "H", "H", "H", "O", "Ru", "O", "H", "H", "H", "I", "H", "O", "C", "H", "H", "C", "O", "O", "H", "C", "H", "C", "H", "P", "H"],
  "xyz": [[-2.874, 1.179, 0.505], [2.893, 1.120, 0.497], [0.004, 0.828, -5.591], [0.011, 0.089, 2.028], [-0.853, -0.562, -4.734], [0.008, 0.911, -3.530], [4.340, 0.323, -1.635], [3.026, 0.907, -2.743], [3.949, 0.858, 0.630], [-2.342, 1.130, 1.459], [2.611, -1.741, -0.052], [2.806, 2.140, 0.083], [-2.645, -1.690, -0.048], [-2.181, -0.051, -0.631], [-3.930, 0.919, 0.649], [2.534, -2.460, -0.887], [2.376, 1.051, 1.457], [-3.661, -1.655, 0.332], [0.057, -0.671, 2.952], [-0.003, -0.164, -1.358], [0.039, 2.785, -0.713], [1.913, -2.025, 0.744], [3.627, -1.740, 0.323], [-2.603, -2.409, -0.887], [-0.037, -2.978, -1.956], [3.338, -0.867, -2.593], [-0.106, 1.287, 2.011], [0.001, 0.118, -4.726], [-3.008, 0.969, -2.728], [-2.797, 2.193, 0.071], [0.016, 1.628, -0.896], [0.022, 2.083, -3.153], [0.081, -0.690, 0.541], [-3.349, -0.802, -2.580], [3.343, 0.097, -2.054], [-4.337, 0.404, -1.624], [-3.342, 0.163, -2.042], [0.843, -0.576, -4.736], [2.180, -0.098, -0.643], [-1.954, -2.011, 0.743]]
}

Electronic energy: -62784.7491 -32494.8664 -50636.2933 (eV)
F_max: 2.03 0.74 8.51 (eV Å⁻¹)